68
Properties=species:S:1:pos:R:3:lowdin_charge:R:1 method="wB97M-V/def2-TZVPD" spin_multiplicity=1 relative_energy_kj_mol=80.8 e_homo_ha=-0.28243 homo_lumo_gap_ha=0.2383 energy_ha=-5534.9978
Mg -1.675 0.245 -0.744 0.194
C -2.806 -4.040 2.782 -0.388
S -1.817 -4.112 1.259 0.854
C -1.969 -2.499 0.614 -1.165
S -1.385 -2.274 -0.951 0.617
N -2.529 -1.611 1.416 -0.093
N -2.652 -0.388 0.937 -0.134
C -3.257 0.523 1.620 -0.063
C -3.364 1.834 1.046 -0.253
C -4.038 2.879 1.693 -0.001
C -4.139 4.105 1.067 -0.045
C -3.566 4.267 -0.189 -0.033
C -2.898 3.189 -0.749 -0.119
N -2.794 2.015 -0.153 0.045
H -2.969 -5.069 3.077 0.026
H -3.748 -3.549 2.569 0.029
H -2.268 -3.504 3.558 0.028
H -3.699 0.314 2.593 0.137
H -4.474 2.714 2.666 0.115
H -4.659 4.921 1.545 0.113
H -3.630 5.203 -0.717 0.108
H -2.418 3.276 -1.717 0.086
F -3.552 -1.745 -6.819 0.120
C -2.878 -1.037 -5.906 -0.130
C -1.643 -0.466 -6.216 -0.135
F -1.149 -0.597 -7.453 0.119
C -0.940 0.236 -5.252 -0.252
F 0.246 0.769 -5.562 0.072
C -1.422 0.408 -3.947 -0.525
Se -0.409 1.314 -2.674 0.758
C -2.681 -0.136 -3.692 -0.233
F -3.259 0.048 -2.461 0.002
C -3.398 -0.856 -4.630 -0.140
F -4.589 -1.371 -4.298 0.118
C 3.264 -3.580 -1.194 -0.087
C 2.949 -3.723 0.147 -0.085
C 2.230 -2.735 0.798 -0.130
C 1.827 -1.598 0.114 -0.406
C 2.110 -1.476 -1.238 -0.164
C 2.838 -2.458 -1.888 -0.077
Sb 0.808 -0.035 1.184 1.548
C 2.073 -0.245 2.950 -0.367
C 3.402 0.138 2.977 -0.110
C 4.154 -0.024 4.128 -0.081
C 3.583 -0.566 5.266 -0.091
C 2.253 -0.947 5.249 -0.092
C 1.504 -0.783 4.096 -0.153
C 1.911 1.530 0.206 -0.401
C 1.308 2.761 -0.002 -0.181
C 2.009 3.794 -0.603 -0.089
C 3.320 3.600 -1.003 -0.082
C 3.915 2.363 -0.829 -0.072
C 3.211 1.331 -0.234 -0.146
H 3.852 -4.337 -1.693 0.100
H 3.265 -4.600 0.693 0.102
H 2.005 -2.834 1.854 0.094
H 1.796 -0.595 -1.787 0.065
H 3.076 -2.346 -2.936 0.105
H 3.856 0.574 2.099 0.082
H 5.191 0.277 4.136 0.103
H 4.166 -0.677 6.168 0.102
H 1.799 -1.368 6.135 0.101
H 0.461 -1.076 4.081 0.088
H 0.281 2.919 0.318 0.082
H 1.532 4.750 -0.761 0.103
H 3.874 4.409 -1.458 0.103
H 4.928 2.194 -1.163 0.105
H 3.674 0.359 -0.122 0.097

=====

67
Properties=species:S:1:pos:R:3:lowdin_charge:R:1 method="wB97M-V/def2-TZVPD" spin_multiplicity=1 relative_energy_kj_mol=0.0 e_homo_ha=-0.27265 homo_lumo_gap_ha=0.2282 energy_ha=-9530.3109
Au -1.923 -3.091 -0.592 0.400
Se 2.494 1.101 4.097 0.269
P 1.331 1.358 2.376 0.483
C 2.374 2.047 1.050 -0.357
C 3.417 1.240 0.599 -0.107
C 4.357 1.739 -0.286 -0.081
C 4.273 3.053 -0.727 -0.083
C 3.242 3.864 -0.281 -0.074
C 2.297 3.365 0.606 -0.109
C -0.074 2.485 2.620 -0.345
C 0.180 3.775 3.088 -0.113
C -0.868 4.647 3.337 -0.075
C -2.180 4.226 3.158 -0.083
C -2.439 2.932 2.736 -0.079
C -1.391 2.063 2.466 -0.080
C 0.555 -0.151 1.747 -0.435
C -0.110 -0.589 0.584 -0.435
N -0.678 -1.764 0.914 -0.162
N -0.414 -2.031 2.176 -0.106
N 0.331 -1.082 2.694 -0.006
P -0.414 0.008 -1.077 0.679
Se -1.428 -1.450 -2.346 0.346
C 1.167 0.340 -1.876 -0.367
C 1.381 1.440 -2.698 -0.069
C 2.549 1.521 -3.446 -0.071
C 3.486 0.503 -3.387 -0.080
C 3.272 -0.597 -2.565 -0.076
C 2.117 -0.680 -1.810 -0.101
C -1.382 1.535 -0.989 -0.344
C -2.756 1.493 -1.210 -0.098
C -3.511 2.649 -1.072 -0.068
C -2.899 3.847 -0.730 -0.072
C -1.529 3.893 -0.519 -0.067
C -0.775 2.738 -0.643 -0.104
H 3.505 0.225 0.968 0.110
H 5.161 1.101 -0.629 0.109
H 5.014 3.443 -1.413 0.106
H 3.173 4.892 -0.614 0.105
H 1.505 4.013 0.955 0.088
H 1.200 4.082 3.285 0.103
H -0.660 5.647 3.695 0.105
H -2.999 4.903 3.367 0.103
H -3.459 2.590 2.616 0.108
H -1.609 1.055 2.138 0.102
H 0.639 2.223 -2.772 0.106
H 2.717 2.380 -4.081 0.109
H 4.389 0.566 -3.980 0.108
H 4.005 -1.392 -2.516 0.111
H 1.940 -1.543 -1.177 0.114
H -3.226 0.560 -1.491 0.061
H -4.579 2.613 -1.239 0.107
H -3.493 4.746 -0.626 0.108
H -1.048 4.822 -0.243 0.112
H 0.292 2.773 -0.477 0.072
Se -0.683 -5.126 1.710 1.166
N -1.659 -5.032 0.211 -0.401
C -1.952 -6.259 -0.182 -0.369
C -2.715 -6.597 -1.339 -0.026
C -2.918 -7.908 -1.606 -0.066
C -2.390 -8.947 -0.765 -0.072
C -1.657 -8.667 0.336 -0.019
C -1.410 -7.295 0.665 -0.387
N -0.708 -6.888 1.705 -0.233
H -3.098 -5.802 -1.964 0.100
H -3.491 -8.194 -2.478 0.107
H -2.589 -9.976 -1.033 0.105
H -1.251 -9.437 0.977 0.116

=====

69
Properties=species:S:1:pos:R:3:mulliken_spin:R:1 method="wB97M-V/def2-TZVPD" spin_multiplicity=6 relative_energy_kj_mol=15.8 e_homo_ha="-0.39991 / -0.39969" homo_lumo_gap_ha="0.2779 / 0.2496" charge=+1 energy_ha=-5890.9669
Fe -0.440 -0.700 -0.966 4.418
O 2.353 -1.078 5.498 0.000
C 0.976 -0.811 5.361 -0.001
C 0.617 -0.825 3.902 -0.001
C -0.702 -0.624 3.503 -0.002
C -0.994 -0.640 2.159 -0.007
N -0.073 -0.857 1.217 0.069
C 1.203 -1.023 1.587 0.012
C 1.576 -1.018 2.926 0.000
C 2.177 -1.159 0.487 0.016
C 3.534 -1.346 0.684 0.001
C 4.385 -1.404 -0.413 0.000
C 5.866 -1.610 -0.193 0.000
O 6.348 -0.876 0.914 0.000
C 3.841 -1.269 -1.682 -0.002
C 2.475 -1.100 -1.810 0.011
N 1.667 -1.052 -0.750 0.057
H 2.597 -1.034 6.427 0.000
H 0.712 0.170 5.772 0.000
H 0.367 -1.562 5.876 0.000
H -1.489 -0.451 4.226 0.000
H -2.005 -0.464 1.814 -0.001
H 2.604 -1.152 3.225 0.000
H 3.954 -1.425 1.676 0.001
H 6.418 -1.388 -1.109 0.000
H 6.041 -2.660 0.047 0.000
H 6.436 0.051 0.669 0.000
H 4.466 -1.288 -2.565 0.001
H 1.996 -0.998 -2.775 -0.005
O -1.370 -1.737 -4.707 0.026
C -1.355 -1.375 -3.557 0.008
O -0.283 -1.180 -2.834 0.150
C -2.649 -1.103 -2.829 -0.002
C -3.866 -1.157 -3.488 0.004
C -5.015 -0.864 -2.779 0.000
C -4.914 -0.518 -1.437 0.001
C -3.665 -0.488 -0.854 0.009
N -2.555 -0.789 -1.533 0.064
H -3.875 -1.420 -4.536 0.001
H -5.982 -0.894 -3.264 0.000
H -5.789 -0.268 -0.854 0.001
H -3.540 -0.203 0.183 0.002
F -1.894 8.590 0.312 0.000
C -0.743 8.203 -0.265 -0.001
F 0.257 8.725 0.455 0.000
F -0.709 8.779 -1.478 0.000
C -0.658 6.705 -0.366 0.012
C 0.339 6.001 0.289 -0.005
C 0.390 4.621 0.178 0.015
C -0.556 3.941 -0.589 -0.005
C -1.557 4.664 -1.244 0.015
C -1.607 6.039 -1.132 -0.007
C -0.505 2.515 -0.704 0.091
C -0.455 1.304 -0.822 -0.019
H 1.074 6.528 0.881 0.000
H 1.165 4.062 0.684 -0.001
H -2.288 4.137 -1.842 -0.001
H -2.380 6.600 -1.640 0.000
Br -3.058 -5.391 1.664 0.001
C -1.857 -4.789 0.347 0.006
C -1.236 -5.675 -0.520 -0.002
C -0.371 -5.161 -1.470 0.006
C -0.159 -3.794 -1.522 0.017
N -0.755 -2.948 -0.677 0.044
C -1.591 -3.438 0.239 0.008
H -1.432 -6.736 -0.453 0.000
H 0.127 -5.812 -2.174 0.000
H 0.483 -3.347 -2.269 -0.003
H -2.073 -2.733 0.902 -0.003

=====

66
Properties=species:S:1:pos:R:3:mulliken_spin:R:1 method="wB97M-V/def2-TZVPD" spin_multiplicity=4 e_homo_ha="-0.14052 / -0.14299" homo_lumo_gap_ha="0.2268 / 0.2290" charge=-1 energy_ha=-3478.1177
Co 1.435 0.173 0.320 2.699
O 2.507 -3.654 -0.773 0.030
C 2.014 -2.621 -0.320 0.012
N 2.279 -1.345 -0.663 0.035
C 3.172 -0.950 -1.625 0.021
C 3.686 -1.729 -2.660 -0.002
C 4.495 -1.143 -3.612 0.004
C 4.803 0.214 -3.552 -0.002
C 4.346 0.998 -2.513 0.007
C 3.543 0.424 -1.524 0.000
N 3.025 1.056 -0.435 0.092
C 3.322 2.309 -0.046 0.020
O 4.284 2.997 -0.382 0.006
C 2.304 2.797 0.931 -0.002
C 2.096 4.157 1.120 0.000
C 1.106 4.573 1.991 0.001
C 0.404 3.601 2.695 0.002
C 0.681 2.271 2.456 0.004
N 1.582 1.850 1.567 0.001
C 0.997 -2.644 0.773 0.016
C 0.200 -3.758 0.997 -0.004
C -0.764 -3.717 1.989 0.005
C -0.868 -2.551 2.746 -0.001
C -0.021 -1.498 2.475 0.018
N 0.892 -1.508 1.499 0.000
H 3.433 -2.777 -2.709 0.000
H 4.891 -1.744 -4.419 0.000
H 5.418 0.658 -4.324 0.000
H 4.597 2.046 -2.450 0.001
H 2.699 4.858 0.563 0.000
H 0.886 5.622 2.125 0.000
H -0.352 3.871 3.419 -0.001
H 0.159 1.497 3.005 -0.001
H 0.348 -4.628 0.374 0.000
H -1.417 -4.559 2.172 0.000
H -1.592 -2.470 3.544 0.000
H -0.082 -0.594 3.066 0.002
O 0.038 3.558 -1.577 0.010
C -0.196 2.448 -1.140 0.006
O 0.478 1.380 -1.287 0.007
C -1.476 2.161 -0.305 0.001
P -1.097 0.418 0.149 -0.045
C -1.692 -0.457 -1.345 0.002
C -0.778 -1.164 -2.118 -0.009
C -1.194 -1.839 -3.251 0.001
C -2.526 -1.814 -3.626 0.000
C -3.443 -1.114 -2.859 -0.001
C -3.031 -0.432 -1.728 -0.002
C -2.517 0.049 1.275 0.020
C -3.192 -1.170 1.231 0.007
C -4.191 -1.458 2.141 -0.003
C -4.510 -0.550 3.137 0.005
C -3.807 0.640 3.231 -0.004
C -2.819 0.931 2.311 0.008
H -2.387 2.228 -0.909 -0.004
H -1.569 2.845 0.543 0.001
H 0.263 -1.164 -1.829 0.028
H -0.484 -2.394 -3.846 0.000
H -2.852 -2.342 -4.513 0.000
H -4.485 -1.101 -3.157 0.000
H -3.761 0.101 -1.131 0.001
H -2.941 -1.890 0.465 0.001
H -4.729 -2.395 2.071 0.000
H -5.302 -0.766 3.840 0.001
H -4.028 1.343 4.023 0.000
H -2.276 1.863 2.386 0.003

=====

73
Properties=species:S:1:pos:R:3:mulliken_spin:R:1 method="wB97M-V/def2-TZVPD" spin_multiplicity=2 relative_energy_kj_mol=0.0 e_homo_ha="-0.41248 / -0.41236" homo_lumo_gap_ha="0.2913 / 0.1938" charge=+1 energy_ha=-2721.3045
Ir -0.720 0.693 -0.994 0.381
N -3.665 -3.152 3.401 0.000
C -3.079 -1.937 3.163 -0.001
C -3.879 -0.800 2.954 0.000
C -3.299 0.405 2.644 0.000
C -1.909 0.491 2.553 0.000
C -1.096 -0.618 2.780 -0.004
C -1.683 -1.824 3.078 0.000
S -1.216 2.021 2.172 -0.021
O 0.158 2.108 2.548 0.036
O -2.155 3.066 2.412 0.010
N -1.093 2.002 0.414 0.491
C -0.374 3.064 -0.216 -0.043
N -0.238 4.297 0.182 0.055
C 0.511 5.057 -0.631 -0.020
C 1.095 4.583 -1.804 0.048
C 0.908 3.250 -2.133 -0.012
N 0.162 2.507 -1.333 0.046
H -4.603 -3.147 3.767 0.000
H -3.082 -3.879 3.780 0.000
H -4.954 -0.877 3.045 0.000
H -3.904 1.288 2.499 -0.001
H -0.016 -0.514 2.752 0.000
H -1.064 -2.692 3.268 0.000
H 0.649 6.086 -0.323 -0.001
H 1.686 5.231 -2.433 0.001
H 1.335 2.778 -3.007 0.001
O 0.502 -0.276 -2.438 0.023
C 1.417 -0.450 -1.571 0.009
N 2.635 -0.962 -1.668 -0.002
C 3.313 -0.790 -0.372 0.003
C 2.126 -0.320 0.530 0.019
O 2.170 -0.188 1.716 -0.001
N 1.076 -0.057 -0.331 -0.043
C 4.332 0.337 -0.493 -0.001
C 5.493 0.105 -1.229 0.000
C 6.413 1.121 -1.423 0.000
C 6.187 2.377 -0.874 0.000
C 5.043 2.606 -0.127 0.001
C 4.112 1.591 0.061 -0.002
C 3.897 -2.078 0.162 -0.001
C 3.579 -3.311 -0.396 0.000
C 4.110 -4.476 0.140 0.000
C 4.945 -4.415 1.244 0.000
C 5.252 -3.185 1.812 0.000
C 4.734 -2.021 1.274 0.000
H 3.109 -1.141 -2.538 0.000
H 5.687 -0.882 -1.631 0.000
H 7.313 0.931 -1.992 0.000
H 6.911 3.168 -1.014 0.000
H 4.875 3.574 0.327 0.000
H 3.236 1.782 0.678 0.000
H 2.919 -3.371 -1.252 0.000
H 3.868 -5.430 -0.308 0.000
H 5.359 -5.323 1.662 0.000
H 5.900 -3.133 2.676 0.000
H 4.976 -1.063 1.717 0.000
O -2.255 -0.674 -0.556 -0.007
C -3.054 -0.005 -1.302 0.013
O -2.512 0.998 -1.915 0.010
C -4.472 -0.338 -1.464 0.003
C -4.985 -1.507 -0.906 0.002
C -6.324 -1.817 -1.073 -0.002
C -7.152 -0.965 -1.790 0.003
C -6.613 0.186 -2.338 -0.001
C -5.283 0.521 -2.197 0.005
N -7.491 1.092 -3.108 0.000
O -7.000 2.128 -3.500 0.000
O -8.669 0.821 -3.140 0.000
H -4.327 -2.166 -0.358 0.000
H -6.727 -2.728 -0.654 0.000
H -8.200 -1.180 -1.938 0.000
H -4.896 1.425 -2.643 0.000

=====

63
Properties=species:S:1:pos:R:3:lowdin_charge:R:1 method="wB97M-V/def2-TZVPD" spin_multiplicity=1 relative_energy_kj_mol=174.3 e_homo_ha="-0.28487 / -0.28487" homo_lumo_gap_ha="0.2462 / 0.2461" energy_ha=-2020.8843
Rh -0.936 -0.760 0.495 0.996
O -1.838 4.536 0.930 0.063
C -0.527 4.381 1.164 -0.271
C 0.273 5.527 1.162 -0.014
C 1.629 5.435 1.394 -0.083
C 2.228 4.199 1.644 -0.093
C 1.441 3.065 1.645 -0.044
C 0.068 3.131 1.395 -0.085
C -0.710 1.876 1.348 -0.439
O -0.080 0.754 1.596 -0.222
N -1.973 1.935 1.092 0.076
N -2.443 0.602 0.923 -0.081
C -3.621 0.333 1.308 -0.049
C -4.241 -0.967 1.131 -0.156
C -5.454 -1.233 1.773 -0.051
C -6.074 -2.456 1.647 -0.102
C -5.478 -3.421 0.834 -0.082
C -4.290 -3.169 0.176 -0.021
C -3.629 -1.940 0.327 -0.348
O -2.497 -1.729 -0.327 -0.223
H -2.244 3.638 0.930 0.064
H -0.206 6.480 0.973 0.117
H 2.233 6.335 1.379 0.103
H 3.291 4.131 1.836 0.098
H 1.870 2.091 1.842 0.107
H -4.174 1.130 1.805 0.140
H -5.897 -0.456 2.389 0.111
H -7.000 -2.665 2.165 0.097
H -5.955 -4.387 0.716 0.103
H -3.827 -3.908 -0.466 0.112
C 5.740 -0.616 0.745 -0.073
C 5.317 -0.216 -0.514 -0.069
C 3.967 -0.227 -0.839 -0.078
C 3.045 -0.655 0.110 -0.320
C 3.464 -1.050 1.381 -0.071
C 4.815 -1.035 1.694 -0.070
P 1.298 -0.720 -0.292 1.086
C 0.968 0.328 -1.731 -0.340
C 0.042 -0.080 -2.689 -0.080
C -0.384 0.811 -3.662 -0.068
C 0.082 2.120 -3.668 -0.075
C 0.991 2.538 -2.706 -0.068
C 1.437 1.644 -1.743 -0.099
C 0.878 -2.400 -0.660 -0.428
C 1.390 -3.276 -1.609 -0.073
C 0.828 -4.542 -1.631 -0.083
C -0.211 -4.852 -0.740 -0.072
C -0.727 -3.924 0.160 -0.093
C -0.157 -2.658 0.215 -0.231
H 6.794 -0.597 0.990 0.107
H 6.040 0.109 -1.253 0.108
H 3.639 0.084 -1.821 0.106
H 2.735 -1.370 2.116 0.116
H 5.144 -1.343 2.677 0.108
H -0.341 -1.092 -2.679 0.107
H -1.093 0.483 -4.411 0.108
H -0.273 2.817 -4.417 0.105
H 1.340 3.563 -2.691 0.108
H 2.133 1.982 -0.983 0.101
H 2.181 -2.983 -2.290 0.111
H 1.176 -5.288 -2.334 0.100
H -0.641 -5.847 -0.763 0.102
H -1.552 -4.197 0.807 0.100

=====

74
Properties=species:S:1:pos:R:3:lowdin_charge:R:1 method="wB97M-V/def2-TZVPD" spin_multiplicity=1 relative_energy_kj_mol=29.9 e_homo_ha=-0.31932 homo_lumo_gap_ha=0.2922 energy_ha=-7906.7125
Ti -0.227 0.444 -0.017 1.191
C -3.846 2.968 0.451 -0.056
O -3.422 3.712 -0.693 -0.116
C -2.123 4.104 -0.769 -0.236
C -1.879 5.352 -1.315 0.015
C -0.587 5.861 -1.425 -0.075
C 0.474 5.126 -0.945 -0.042
C 0.258 3.844 -0.427 -0.142
C 1.332 3.149 0.245 -0.030
N 1.253 1.908 0.546 -0.063
N 2.157 1.424 1.482 0.131
C 1.581 0.428 2.074 -0.371
O 0.350 0.073 1.732 -0.145
C 2.238 -0.344 3.138 -0.138
C 3.385 0.148 3.760 -0.028
C 3.997 -0.598 4.751 -0.083
C 3.473 -1.832 5.116 -0.082
C 2.337 -2.324 4.491 -0.059
C 1.711 -1.581 3.501 0.007
C -1.036 3.292 -0.377 -0.255
O -1.255 2.054 0.042 -0.210
H -4.906 3.185 0.567 0.097
H -3.695 1.900 0.300 0.056
H -3.308 3.288 1.344 0.106
H -2.735 5.930 -1.639 0.125
H -0.430 6.844 -1.847 0.105
H 1.480 5.527 -0.958 0.114
H 2.185 3.713 0.616 0.145
H 3.780 1.110 3.462 0.108
H 4.884 -0.218 5.241 0.101
H 3.958 -2.413 5.891 0.102
H 1.936 -3.290 4.766 0.110
H 0.840 -1.965 2.985 0.106
Se -2.778 1.122 -2.557 0.776
Se -3.048 -1.113 -2.081 0.788
C -3.106 -1.045 -0.150 -0.606
C -4.199 -1.700 0.398 -0.100
C -4.365 -1.721 1.767 -0.028
C -3.459 -1.027 2.549 -0.026
C -2.402 -0.398 1.932 -0.094
N -2.191 -0.425 0.602 -0.010
C -0.906 1.340 -3.012 -0.554
C -0.679 1.775 -4.310 -0.093
C 0.609 2.077 -4.720 -0.035
C 1.641 1.909 -3.816 -0.023
C 1.340 1.460 -2.543 -0.094
N 0.095 1.197 -2.127 -0.004
H -4.897 -2.197 -0.260 0.105
H -5.189 -2.262 2.210 0.122
H -3.540 -0.993 3.625 0.118
H -1.664 0.124 2.520 0.116
H -1.518 1.862 -4.985 0.097
H 0.798 2.420 -5.728 0.117
H 2.670 2.112 -4.078 0.115
H 2.124 1.298 -1.819 0.116
F -0.250 -2.797 1.227 0.096
B -1.211 -3.835 1.078 -1.245
F -2.096 -3.796 2.165 0.112
F -0.565 -5.063 0.984 0.125
F -1.944 -3.597 -0.123 0.068
O -0.357 -1.247 -1.118 -0.143
C 0.895 -1.451 -1.051 -0.501
O 1.558 -0.498 -0.531 -0.055
C 1.532 -2.677 -1.533 -0.118
C 0.740 -3.791 -1.793 0.018
C 1.348 -4.963 -2.214 -0.046
C 2.724 -5.008 -2.384 -0.070
C 3.509 -3.890 -2.123 -0.074
C 2.915 -2.720 -1.686 -0.007
H -0.326 -3.744 -1.613 0.113
H 0.748 -5.846 -2.387 0.112
H 3.194 -5.927 -2.710 0.104
H 4.583 -3.940 -2.247 0.102
H 3.506 -1.846 -1.449 0.119